[1]
Here is a cluster of 6 separate species, C16H48N3O8 in total from OMol25. Energies are from ωB97M-V/def2-TZVPD.

XYZ file:
```
75
C16H48N3O8 ωB97M-V/def2-TZVPD
O 0.24694 -0.02673 0.42229
H -0.18966 -0.85237 0.64434
H 0.54842 0.41564 1.21917
H 1.07182 -0.16196 -0.04982
C -0.39120 7.23287 0.08336
C -1.03007 5.75108 0.16224
C -2.44929 5.59301 -0.49627
O -3.27716 6.43553 0.36360
C -4.56383 6.56872 -0.03626
N -0.02690 4.77650 -0.30387
H -0.57109 7.73852 -0.86535
H 0.67848 7.27775 0.28792
H -0.96295 7.84866 0.77761
H -1.11965 5.39124 1.18722
H -2.85436 4.59468 -0.33082
H -2.53790 5.88658 -1.54224
H -4.86772 7.36171 0.64705
H -5.18533 5.69127 0.14248
H -4.70951 6.94699 -1.04808
H 0.29452 5.13510 -1.19167
H 0.82668 4.67656 0.22668
C -2.85265 -2.68210 -4.25397
C -3.55587 -4.06652 -4.14130
C -2.49114 -5.21274 -4.22912
O -1.74697 -5.31034 -5.46834
C -2.43004 -5.40238 -6.65159
N -4.36862 -4.00522 -2.90723
H -1.98694 -2.70725 -3.59213
H -3.57120 -1.88911 -4.04673
H -2.43669 -2.60668 -5.25866
H -4.22270 -4.31109 -4.96813
H -3.06092 -6.12735 -4.06494
H -1.78995 -5.14535 -3.39732
H -2.87849 -4.44685 -6.92354
H -3.23671 -6.13149 -6.57538
H -1.69611 -5.52568 -7.44800
H -4.94959 -4.82780 -2.83015
H -5.00676 -3.22370 -2.95296
C 6.01191 0.17765 -1.79435
C 4.72623 0.42625 -0.82714
C 5.06013 1.39539 0.35024
O 4.05591 1.43215 1.38620
C 4.10387 2.48786 2.31792
N 3.51385 0.69801 -1.63389
H 6.91731 -0.12509 -1.26834
H 6.19720 1.03471 -2.44183
H 5.90354 -0.56679 -2.58313
H 4.62951 -0.54526 -0.34247
H 5.04200 2.39673 -0.07998
H 6.08125 1.16128 0.65125
H 3.32558 2.38444 3.07400
H 3.96719 3.43625 1.79833
H 5.03580 2.36382 2.86947
H 3.69085 1.63373 -1.97034
H 3.72871 0.13411 -2.44379
C 0.79519 -5.02809 2.14443
C -0.69902 -4.74827 1.96657
O -1.01116 -3.68301 0.99298
O 1.45425 -3.73633 2.48510
H 1.11195 -5.29699 1.13673
H 0.92661 -5.85486 2.84247
H -1.23004 -4.62318 2.91021
H -0.99127 -5.63788 1.40864
H -1.75449 -4.07883 0.53212
H 2.37383 -3.93992 2.67084
C 0.52231 -0.05653 6.98034
C -0.47692 -0.82051 6.18477
O -0.83016 -0.19103 4.97320
O 1.80376 -0.36702 6.37221
H 0.47725 -0.26249 8.04975
H 0.29164 1.00408 7.08039
H -1.43168 -0.93116 6.69887
H -0.27687 -1.88342 6.04950
H -1.40397 0.53662 5.22396
H 1.70906 -0.98612 5.64465
```

Computed properties:
HOMO level = -11.1 eV
gap between HOMO and LUMO = 7.57 eV
molar mass = 410.6 g/mol
largest force on an atom = 3.3 eV Å⁻¹
relative energy (zero: lowest compared OMol25 entry of this formula, charge and spin) = 604.9 kJ/mol
total charge = +1
E_tot = -38207.5725 eV

=====

[2]
Here is a structure of composition C16H48O12PRb5 from OMol25. Energies are from ωB97M-V/def2-TZVPD.

XYZ file:
```
82
C16H48O12PRb5 ωB97M-V/def2-TZVPD
Rb -20.86923 7.87562 -2.25559
Rb -17.36226 7.71412 3.02323
Rb -20.80292 8.50940 2.45635
Rb -18.34359 11.42492 1.90698
Rb -16.09505 10.43017 -1.67296
P -18.45260 8.55072 -0.10052
O -19.06322 7.31451 0.64671
O -17.26123 9.17246 0.66146
O -19.49758 9.70318 -0.18152
O -18.05542 8.12162 -1.53295
C -23.35424 12.49771 -1.28929
C -22.21447 11.94362 -0.46771
O -21.89997 10.62177 -0.91472
H -24.33195 12.16485 -0.94053
H -23.24014 12.18333 -2.32650
H -23.37346 13.58741 -1.25726
H -22.48061 11.89361 0.59560
H -21.34001 12.59048 -0.60293
H -21.05972 10.33545 -0.51114
C -17.57548 4.95930 -4.82773
C -17.48622 5.25256 -3.35042
O -18.70210 5.86566 -2.88015
H -17.62058 5.84818 -5.45246
H -18.34414 4.23402 -5.08476
H -16.63885 4.45500 -5.10566
H -16.58646 5.81812 -3.09969
H -17.40844 4.29646 -2.81689
H -18.43303 6.50238 -2.19094
C -12.96879 11.11976 1.74750
C -14.18884 10.34621 2.17352
O -15.29661 10.74704 1.33939
H -13.13617 12.18156 1.91134
H -12.74939 10.91545 0.69847
H -12.08422 10.82159 2.31048
H -14.42693 10.61298 3.21254
H -14.10374 9.25718 2.11538
H -15.99219 10.06667 1.32109
C -16.65851 8.51584 -5.03300
C -18.14657 8.77481 -4.96238
O -18.45114 9.62285 -3.83686
H -16.38915 7.88746 -4.17326
H -16.07348 9.43099 -4.97888
H -16.37008 7.92052 -5.89970
H -18.74251 7.86103 -4.92045
H -18.51566 9.34357 -5.81778
H -18.36428 9.09888 -3.02055
C -13.89864 5.70364 -0.59577
C -14.54638 7.01864 -0.26226
O -15.16567 7.58154 -1.42820
H -13.23938 5.36398 0.21340
H -13.22970 5.77439 -1.45278
H -14.61473 4.89755 -0.75237
H -13.81534 7.74758 0.10139
H -15.28508 6.91515 0.54322
H -16.12624 7.55490 -1.29271
C -21.55229 5.21711 2.35256
C -21.52347 4.86441 0.88511
O -21.35217 6.05908 0.11897
H -20.54374 5.44372 2.72242
H -21.80447 4.29751 2.89864
H -22.34708 5.89868 2.66909
H -22.52148 4.51064 0.62032
H -20.78031 4.11094 0.63058
H -20.44222 6.38322 0.28599
C -19.15138 14.65638 -1.26111
C -19.02212 13.32803 -2.00039
O -18.29825 12.36711 -1.19842
H -19.91754 15.27604 -1.72320
H -18.19569 15.17495 -1.32571
H -19.40011 14.50740 -0.20895
H -18.40807 13.50364 -2.88582
H -19.98238 12.93656 -2.33146
H -18.85272 11.57342 -1.14349
C -16.16488 3.69527 1.51261
C -17.41816 4.18771 0.85245
O -18.08330 5.08664 1.76682
H -15.55883 3.01070 0.91866
H -16.37578 3.15618 2.43954
H -15.51072 4.52680 1.79628
H -18.11148 3.36802 0.65541
H -17.22548 4.72847 -0.07797
H -18.51938 5.80726 1.27566
```

Computed properties:
HOMO level = -13.9 eV
gap between HOMO and LUMO = 7.44 eV
molar mass = 890.9 g/mol
largest force on an atom = 1.8 eV Å⁻¹
relative energy (zero: lowest compared OMol25 entry of this formula, charge and spin) = 0.0 kJ/mol
total charge = +2
E_tot = -54502.7655 eV

=====

[3]
Here is a cluster of 8 separate species, C16H49BF4N11O7 in total from OMol25. Energies are from ωB97M-V/def2-TZVPD.

XYZ file:
```
88
C16H49BF4N11O7 ωB97M-V/def2-TZVPD
B -0.83263 0.92805 -1.13874
F 0.18971 1.77849 -1.51458
F -0.30784 -0.40363 -1.06109
F -1.32568 1.25109 0.14389
F -1.90781 0.98622 -2.03427
C -2.61699 -3.10756 -0.98463
O -3.27391 -4.11543 -0.77402
N -1.32664 -2.96768 -0.53165
N -3.08389 -2.03278 -1.70527
H -0.86771 -2.08240 -0.64048
H -1.01082 -3.69281 0.08347
H -2.61821 -1.14480 -1.58135
H -4.07741 -2.08110 -1.84449
C 0.44142 2.38189 3.42699
O -0.52664 1.99512 4.07071
N 1.48300 3.05597 3.98739
N 0.52453 2.18331 2.07079
H 2.27309 3.31059 3.42676
H 1.48243 3.21205 4.97586
H -0.24854 1.70403 1.63701
H 1.14498 2.74787 1.52184
C -0.23543 -1.02974 -4.89301
O 0.39945 -1.27683 -5.90969
N 0.11947 -1.49728 -3.65378
N -1.32186 -0.19341 -4.86457
H -0.17473 -1.03957 -2.80393
H 0.92120 -2.09780 -3.60035
H -1.94780 -0.08291 -4.08707
H -1.42305 0.42555 -5.64722
C -2.89208 5.06985 -0.97716
O -3.73768 5.89007 -0.64597
N -1.73253 5.40100 -1.64836
N -3.01794 3.73249 -0.74146
H -1.58465 6.32586 -1.99777
H -1.22707 4.62933 -2.04916
H -2.34658 3.04262 -1.02744
H -3.83927 3.43239 -0.25158
C -2.86539 -0.64585 4.85584
C -2.42027 -0.84314 3.41584
C -3.08990 -2.04765 2.79416
O -2.64135 -3.22244 3.45288
C -2.61094 -4.38810 2.65075
N -2.78634 0.33647 2.65181
H -2.09966 -0.11132 5.42936
H -2.93835 -1.61228 5.36138
H -3.77111 -0.05029 4.94323
H -1.33783 -1.01385 3.43097
H -2.88864 -2.09264 1.71666
H -4.18376 -1.97538 2.86883
H -3.26568 -5.14605 3.09465
H -1.59995 -4.80844 2.63838
H -2.95574 -4.20274 1.63200
H -2.63243 0.29047 1.65018
H -2.20432 1.12719 2.91931
C 2.66611 -3.68668 4.34714
C 2.63306 -2.25140 4.82023
C 1.78479 -1.39340 3.88552
O 2.38218 -1.40196 2.60276
C 1.44914 -1.37802 1.52094
N 2.09237 -2.11896 6.18705
H 1.64110 -4.05891 4.28033
H 3.26057 -4.33704 4.98519
H 3.06872 -3.66504 3.33391
H 3.63887 -1.80953 4.76246
H 1.80880 -0.35314 4.24964
H 0.73889 -1.71237 3.91996
H 1.09868 -0.35047 1.38490
H 0.55867 -1.97082 1.75002
H 1.99282 -1.72943 0.64997
H 2.04643 -1.11613 6.36283
H 2.76869 -2.45607 6.86474
C 3.50332 1.92986 -3.33715
C 2.55086 2.61873 -4.35389
C 3.13447 2.55641 -5.73219
O 3.34053 1.18330 -6.01750
C 3.61817 0.94759 -7.36076
N 1.21369 2.02180 -4.37310
H 4.54611 2.09184 -3.64571
H 3.41972 0.84150 -3.41064
H 3.39373 2.25081 -2.30514
H 2.49755 3.62367 -3.92092
H 4.10146 3.06555 -5.84448
H 2.44184 2.98119 -6.47034
H 3.80731 -0.12090 -7.46028
H 4.55714 1.45483 -7.61910
H 2.78125 1.21496 -8.00824
H 1.31054 1.13589 -4.86775
H 0.97018 1.76025 -3.42226
```

Computed properties:
HOMO level = -6.5 eV
gap between HOMO and LUMO = 8.78 eV
molar mass = 594.4 g/mol
largest force on an atom = 1.9 eV Å⁻¹
relative energy (zero: lowest compared OMol25 entry of this formula, charge and spin) = 39.5 kJ/mol
total charge = -1
E_tot = -59669.7531 eV

=====

[4]
Here is a structure of composition C16H50AgN14O10 from OMol25. Energies are from ωB97M-V/def2-TZVPD.

XYZ file:
```
91
C16H50AgN14O10 ωB97M-V/def2-TZVPD
Ag 15.53710 -11.05866 -1.00457
O 16.98787 -9.16697 -1.50074
C 16.04294 -8.18478 -1.87504
C 14.67791 -8.13517 -0.92026
O 13.81646 -9.21629 -0.46224
H 15.62898 -8.24700 -2.88146
H 16.52524 -7.20758 -1.89863
H 14.03398 -7.36912 -1.35227
H 15.15770 -7.64313 -0.07422
C 16.49214 -11.79563 -4.19597
C 14.95999 -11.79709 -3.97503
C 14.22333 -12.42052 -5.19449
O 14.42450 -13.85534 -5.36092
C 13.49511 -14.33579 -6.31114
N 14.57391 -12.43191 -2.76352
H 16.75453 -10.95598 -4.83958
H 16.86063 -12.61981 -4.80673
H 17.02459 -11.73067 -3.24709
H 14.58840 -10.78095 -3.84287
H 14.49735 -11.86979 -6.09433
H 13.14960 -12.33353 -5.02827
H 13.49965 -15.40935 -6.12258
H 13.86455 -14.22111 -7.33018
H 12.43758 -14.09462 -6.20357
H 13.61424 -12.72696 -2.87342
H 14.90104 -13.38745 -2.76773
C 14.21220 -3.03370 -2.42262
C 14.99975 -4.35262 -2.65384
C 14.77101 -4.91497 -4.06928
O 13.32760 -4.97517 -4.37290
C 12.63576 -6.06244 -3.80748
N 16.34750 -4.10619 -2.20767
H 14.69631 -2.28391 -3.04837
H 14.26410 -2.70267 -1.38540
H 13.19989 -3.09789 -2.82161
H 14.58393 -4.95924 -1.84935
H 15.24406 -5.89689 -4.08153
H 15.29434 -4.43244 -4.89473
H 12.59111 -5.95588 -2.72362
H 13.09737 -6.96115 -4.21654
H 11.57272 -5.97549 -4.03215
H 16.88646 -4.89531 -2.53465
H 16.67928 -3.42762 -2.87816
C 19.54144 -8.04341 -3.69146
O 20.43935 -7.84331 -4.41057
N 18.82448 -9.09521 -3.74492
N 19.37540 -7.23692 -2.65707
H 19.06728 -9.87769 -4.33559
H 18.06783 -9.12813 -3.07672
H 18.65304 -7.53916 -2.01914
H 19.93548 -6.40139 -2.56599
C 12.34737 -6.37571 2.14637
O 11.88186 -5.84429 3.14387
N 12.72774 -7.63414 2.00261
N 12.41883 -5.77347 0.99696
H 13.03362 -8.09142 1.15560
H 12.81115 -8.14599 2.86930
H 11.76891 -5.01232 0.86148
H 12.70382 -6.31054 0.19047
C 10.77944 -9.57970 -2.11706
O 9.71858 -9.74359 -2.66522
N 11.82232 -10.36799 -2.21663
N 11.12198 -8.55756 -1.38735
H 12.60310 -10.07782 -1.64543
H 11.62079 -11.29409 -2.56569
H 10.37076 -7.93842 -1.11820
H 12.04206 -8.53697 -0.97124
C 20.19780 -10.88975 -0.91729
O 21.27058 -11.46831 -0.70795
N 20.04676 -9.60576 -0.54706
N 19.06819 -11.42465 -1.30441
H 20.82548 -9.24094 -0.01735
H 19.27938 -8.99370 -0.78501
H 18.35732 -10.72006 -1.43976
H 19.01176 -12.41877 -1.47362
C 13.17971 -12.12225 1.53284
O 12.97366 -13.25488 1.96888
N 14.00282 -11.24346 1.98060
N 12.66221 -11.75343 0.39402
H 14.19684 -10.45016 1.38635
H 14.44752 -11.45985 2.86123
H 12.89356 -10.85092 0.00407
H 11.90391 -12.31536 0.03444
C 17.26347 -8.77865 2.52440
O 17.71948 -8.52254 3.64350
N 16.01899 -8.65065 2.19029
N 17.96957 -9.08793 1.43546
H 15.46269 -8.17011 2.88291
H 15.67453 -8.75794 1.24693
H 18.93902 -9.35227 1.53735
H 17.48491 -9.28298 0.57108
```

Computed properties:
HOMO level = -6.8 eV
gap between HOMO and LUMO = 8.37 eV
molar mass = 706.5 g/mol
largest force on an atom = 6.8 eV Å⁻¹
total charge = -1
E_tot = -62742.2686 eV

=====

[5]
Here is a structure of composition C16H50N12O13VZn from OMol25. Energies are from ωB97M-V/def2-TZVPD.

XYZ file:
```
93
C16H50N12O13VZn ωB97M-V/def2-TZVPD
Zn 3.47742 -0.66311 -0.94650
O 2.88341 1.83074 2.07047
V 1.61428 0.86917 2.37851
O 2.06129 -0.32829 3.32674
O -0.57643 0.76915 1.99448
C -0.82039 0.24702 0.69834
C 0.33571 -0.60515 -0.03553
O 1.71815 -0.21347 0.16549
H -1.08454 1.09976 0.07291
H -1.76126 -0.30005 0.75812
H 0.13333 -0.60997 -1.10657
H 0.22056 -1.62730 0.32512
C 3.28324 -3.49125 0.25185
O 3.61277 -2.64651 -0.46946
N 4.08235 -4.45110 0.69170
N 2.26961 -3.30663 1.02490
H 3.75614 -4.93728 1.51468
H 4.90426 -4.68262 0.15229
H 2.07858 -3.97949 1.75350
H 1.70864 -2.46864 0.96844
C 5.29523 -0.43238 1.61735
O 4.67835 -0.32211 0.60202
N 5.77590 -1.56120 2.04089
N 5.59250 0.60575 2.36675
H 5.46337 -2.47183 1.73565
H 6.15692 -1.45021 2.96965
H 6.34706 0.45579 3.02116
H 5.34533 1.55487 2.12554
C -4.39628 -1.13762 -1.05839
O -4.94504 -2.14210 -1.46422
N -3.86186 -0.19595 -1.74314
N -4.05738 -1.01800 0.18754
H -3.96618 -0.28608 -2.74369
H -3.21569 0.41805 -1.26819
H -4.40845 -1.70165 0.84288
H -3.67873 -0.19453 0.63322
C 2.14429 -1.60832 -3.73651
O 2.52416 -1.00760 -2.77363
N 2.49156 -2.81152 -3.99999
N 1.34719 -1.08080 -4.60585
H 3.09285 -3.19330 -3.28389
H 2.19304 -3.13801 -4.90794
H 1.04982 -1.63383 -5.39694
H 1.03987 -0.12566 -4.49028
C -1.88944 -1.37521 4.73760
O -2.40295 -1.91968 5.68956
N -1.95371 -1.78438 3.53830
N -1.22464 -0.28119 4.69184
H -1.51816 -1.21155 2.82959
H -2.53432 -2.60581 3.44755
H -1.24813 0.30539 5.51371
H -0.97727 0.10835 3.79341
C 0.43647 2.59454 5.02636
O 1.24708 2.12657 4.26600
N 0.48546 2.59214 6.29501
N -0.63463 3.21823 4.63557
H 1.17568 1.99645 6.72959
H -0.36775 2.91848 6.72586
H -0.64891 3.20977 3.62571
H -1.19180 3.83907 5.20498
C -0.66727 -4.14591 -1.97243
C -1.42502 -2.95075 -2.69449
O -2.69459 -3.38135 -3.08600
H 0.30940 -3.72345 -1.73635
H -0.45917 -4.95906 -2.66783
H -1.24419 -4.55938 -1.14520
H -0.86808 -2.45218 -3.48780
H -1.60878 -2.12482 -2.00735
H -3.22613 -2.58741 -3.17940
C -0.35354 4.58065 1.04475
C -1.79914 4.37073 1.25947
C -2.48606 4.03794 -0.05280
O -2.05265 3.23804 2.13441
H -0.28186 5.58345 0.62362
H -0.00052 3.82370 0.34438
H 0.20056 4.75957 1.96619
H -2.22697 5.22185 1.78925
H -2.18711 3.13436 -0.58410
H -2.46633 4.88650 -0.73664
H -3.56831 4.09408 0.06425
H -1.46401 2.48388 2.05472
C -0.71211 1.74888 -3.63731
C -1.65149 2.25426 -4.72274
C -1.65257 1.45950 -6.02192
O -2.96169 2.25576 -4.20360
H 0.35253 1.73590 -3.87069
H -0.99465 0.75746 -3.28327
H -0.70735 2.41245 -2.77258
H -1.53223 3.26853 -5.10371
H -1.62242 0.37797 -5.88968
H -0.78635 1.70050 -6.63810
H -2.54611 1.59153 -6.63205
H -3.27371 1.34868 -4.16543
```

Computed properties:
HOMO level (alpha / beta) = -13.6 / -13.6 eV
gap between HOMO and LUMO (alpha / beta) = 8.39 / 3.07 eV
molar mass = 735.0 g/mol
largest force on an atom = 9.1 eV Å⁻¹
spin multiplicity = 2
⟨S²⟩ = 0.75
total charge = +2
E_tot = -135993.6716 eV